Formula: C27H22BF4O17
Source: OMol25
Level of theory: ωB97M-V/def2-TZVPD

Last column: Löwdin charge in e.
Cartesian coordinates (Å):
B -31.13 21.12 42.33  -1.4022
F -30.40 20.14 41.73  0.1545
F -31.43 22.11 41.47  0.1691
F -32.28 20.51 42.75  0.1294
F -30.54 21.68 43.50  0.0781
C -38.82 20.57 44.78  0.1001
C -38.64 22.05 44.87  -0.1678
C -37.46 22.75 44.42  -0.3072
O -37.37 24.03 44.47  0.0360
C -36.28 21.90 44.21  0.1175
C -36.36 20.39 44.22  -0.1138
C -37.71 19.71 44.39  -0.3003
O -37.93 18.50 44.09  0.0648
O -35.32 19.63 44.49  0.1905
O -39.70 22.80 45.20  0.0972
H -39.71 20.10 44.86  0.0790
H -35.43 22.27 44.30  0.0213
H -34.62 20.16 44.38  0.0595
H -39.53 23.74 45.14  0.1082
C -35.30 26.50 40.12  0.0914
C -34.07 25.69 40.22  -0.1525
C -33.09 25.82 39.15  -0.3856
O -32.03 25.18 39.22  0.1024
C -33.44 26.52 37.98  0.1450
C -34.79 27.37 37.88  -0.1247
C -35.75 27.30 38.98  -0.4142
O -36.83 27.87 38.95  0.0902
O -35.21 27.90 36.73  0.0302
O -33.69 25.01 41.34  0.1000
H -36.10 26.60 40.94  0.1470
H -33.02 26.55 37.18  0.0025
H -36.31 28.20 36.73  0.2522
H -33.05 24.30 41.25  0.1150
C -25.07 19.94 43.93  0.0598
C -25.01 21.38 43.60  -0.0973
C -26.07 22.06 42.78  -0.3271
O -25.96 23.22 42.38  0.0761
C -27.29 21.17 42.56  0.1425
C -27.35 19.73 43.10  -0.1236
C -26.11 19.13 43.54  -0.4640
O -26.03 17.94 43.73  0.1395
O -28.45 18.96 42.98  0.1334
O -23.99 22.23 44.08  0.0641
H -24.18 19.40 44.38  0.1498
H -28.19 21.56 42.16  0.0697
H -29.13 19.19 42.39  0.0584
H -24.06 22.98 43.54  0.0596
C -26.82 26.24 39.99  0.1417
C -26.61 24.85 39.29  -0.0693
C -27.62 23.81 39.25  -0.4209
O -27.60 22.79 38.58  0.1027
C -28.74 24.06 40.14  0.1050
C -28.94 25.28 41.11  -0.0586
C -27.96 26.38 40.86  -0.3333
O -28.10 27.47 41.49  0.0697
O -30.00 25.42 42.03  0.1271
O -25.56 24.78 38.41  0.1422
H -26.09 26.80 40.17  0.0262
H -29.33 23.12 40.30  0.1144
H -30.48 24.70 41.82  0.0196
H -25.66 24.36 37.70  -0.0125
C -30.66 20.92 37.16  -0.0352
C -30.89 19.53 37.45  -0.5041
O -31.62 18.77 36.76  0.0154
C -30.10 18.99 38.62  -0.0291
H -30.91 21.56 38.03  0.1031
H -31.22 21.20 36.29  0.0771
H -29.54 21.08 37.12  0.1079
H -30.51 17.98 38.96  0.1091
H -30.19 19.71 39.36  0.0178
H -28.95 18.89 38.41  0.1305

- Net charge: -1
- Largest force on an atom: 13.96 eV/Å
- 2S+1: 1
- LUMO energy: -0.544 eV
- E_HOMO: -6.734 eV
- ΔE to the lowest compared entry with this formula, charge and spin: 67.6 kcal per mole

Formula: C3H7FN2O
Source: OMol25
Level of theory: ωB97M-V/def2-TZVPD

Last column: Löwdin charge in e.
Cartesian coordinates (Å):
C -0.70 0.46 -0.71  -0.1388
C 0.78 0.98 -0.70  -0.1698
C 0.32 -1.18 0.57  -0.2011
N -0.53 -1.11 -0.52  -0.1849
N 1.22 1.62 0.45  0.0296
O -1.83 -1.72 -0.40  -0.0501
F 0.83 -2.41 0.83  0.0283
H -1.36 1.01 0.03  0.1206
H -1.06 0.38 -1.78  0.1196
H 1.46 0.39 -1.41  0.1279
H 0.14 -0.53 1.40  0.1007
H 0.66 1.77 1.25  0.0727
H -2.01 -1.74 0.56  0.0853
H 2.07 2.07 0.42  0.0600

- Largest force on an atom: 2.88 eV/Å
- 2S+1: 1
- LUMO energy (spin up / spin down): 0.186 / 0.812 eV
- E_HOMO (spin up / spin down): -6.852 / -7.897 eV
- ΔE to the lowest compared entry with this formula, charge and spin: 126.6 kcal per mole

Formula: CH3INOP
Source: OMol25
Level of theory: ωB97M-V/def2-TZVPD

Last column: Löwdin charge in e.
Cartesian coordinates (Å):
C -0.74 0.48 0.30  -0.7530
N 0.47 0.17 -0.09  -0.3724
O -1.78 0.05 0.53  0.0890
P 0.95 -1.37 -0.74  0.7828
I -0.51 3.18 0.99  0.3466
H 1.21 0.93 -0.17  0.0739
H -0.32 -1.52 -1.43  -0.0918
H 0.72 -1.91 0.61  -0.0751

- Largest force on an atom: 5.22 eV/Å
- 2S+1: 3
- LUMO energy (spin up / spin down): 0.483 / -3.227 eV
- E_HOMO (spin up / spin down): -6.596 / -9.882 eV
- ΔE to the lowest compared entry with this formula, charge and spin: 0.0 kcal per mole